## one
73
Properties=species:S:1:pos:R:3:lowdin_charge:R:1 method="wB97M-V/def2-TZVPD" homo_energy_ev=-16.28 total_charge=+3 gap_ev=4.71 mol_weight_g_mol=834.4 lumo_energy_ev=-11.57
Re 0.06536 0.06887 -0.23202 1.43
C -4.12716 -0.41862 -0.44025 0.04
C -2.90995 -0.97852 -0.71197 -0.02
N -1.92233 -0.14130 -0.28143 -0.13
N -2.53545 0.95800 0.27117 0.00
C -3.84762 0.80728 0.18695 0.04
B -1.58069 2.01956 0.85999 -0.42
N -0.70101 2.52680 -0.38886 -0.04
C -0.53096 3.78908 -0.79404 0.00
C -0.00292 3.80384 -2.07947 0.02
C 0.14668 2.48009 -2.43220 -0.07
N -0.27107 1.68767 -1.43148 -0.18
N -0.72633 1.25434 1.98160 -0.01
C -0.65653 1.50233 3.28553 0.01
C -0.00095 0.45014 3.93240 0.03
C 0.31265 -0.45001 2.94525 -0.05
N -0.11379 0.01941 1.75304 -0.17
H -5.09973 -0.82520 -0.65681 0.13
H -2.65821 -1.91394 -1.18706 0.12
H -4.51997 1.55966 0.57006 0.16
H -2.12449 2.94588 1.35627 0.14
H -0.82225 4.60965 -0.15697 0.15
H 0.22303 4.67061 -2.67634 0.13
H 0.54752 2.04237 -3.33243 0.14
H -1.09837 2.39719 3.69644 0.16
H 0.19582 0.36265 4.98687 0.13
H 0.82294 -1.39798 2.99771 0.14
S 2.23019 1.10017 0.05208 0.72
C 3.49165 -0.10872 0.01780 -0.96
N 4.73604 0.23513 -0.17003 0.00
C 5.69949 -0.87131 -0.34309 -0.14
C 5.04506 -2.09139 0.29962 -0.32
S 3.24665 -1.78006 0.22843 1.01
H 5.00665 1.20085 -0.31457 0.17
H 6.64449 -0.61750 0.13210 0.14
H 5.86206 -1.00740 -1.41361 0.14
H 5.31608 -2.20670 1.34735 0.10
H 5.26091 -3.01029 -0.24086 0.09
C 0.44846 -1.44255 -0.86547 -0.32
Ge 0.34348 -3.33549 -1.71764 0.97
C 2.13358 -3.95311 -2.01755 -0.33
C 2.57131 -5.13473 -1.41956 -0.10
C 3.83705 -5.63700 -1.69784 -0.05
C 4.67737 -4.95673 -2.56684 -0.06
C 4.25088 -3.77601 -3.16939 -0.07
C 2.98813 -3.27809 -2.89569 -0.13
C -0.69943 -2.94242 -3.28122 -0.31
C -1.37366 -3.99093 -3.91786 -0.10
C -2.06991 -3.76748 -5.09591 -0.04
C -2.10683 -2.50018 -5.65814 -0.04
C -1.43584 -1.45104 -5.04415 -0.06
C -0.74169 -1.67424 -3.86551 -0.13
C -0.55953 -4.20073 -0.25977 -0.31
C 0.12275 -4.42622 0.93955 -0.13
C -0.48215 -5.11649 1.97749 -0.06
C -1.77778 -5.59684 1.82245 -0.04
C -2.46760 -5.37612 0.64082 -0.05
C -1.86494 -4.67770 -0.39832 -0.10
H 1.92162 -5.68312 -0.74711 0.10
H 4.16246 -6.56448 -1.24624 0.12
H 5.65564 -5.35826 -2.79635 0.12
H 4.89513 -3.26883 -3.87589 0.12
H 2.65339 -2.37980 -3.40710 0.11
H -1.33337 -4.99835 -3.52018 0.11
H -2.58197 -4.58723 -5.58149 0.12
H -2.64543 -2.33305 -6.58111 0.12
H -1.45121 -0.46778 -5.49522 0.11
H -0.20723 -0.84422 -3.41071 0.06
H 1.14601 -4.08148 1.06148 0.08
H 0.05571 -5.30149 2.89778 0.12
H -2.24563 -6.15305 2.62362 0.12
H -3.47244 -5.75854 0.52165 0.12
H -2.41942 -4.51493 -1.31434 0.09

=====

## two
73
Properties=species:S:1:pos:R:3:lowdin_charge:R:1 method="wB97M-V/def2-TZVPD" homo_energy_ev=-16.63 total_charge=+3 gap_ev=6.64 mol_weight_g_mol=834.4 lumo_energy_ev=-10.00
Re 0.69198 -1.08027 -0.53035 1.27
C -0.74437 -2.45096 3.25673 0.02
C -0.09386 -2.66324 2.06194 -0.12
N -0.08037 -1.53131 1.32269 -0.13
N -0.70150 -0.57363 2.07603 0.00
C -1.09748 -1.11125 3.23125 0.01
B -0.75431 0.90869 1.68133 -0.46
N 0.69936 1.56474 1.80040 0.10
C 1.13955 2.39598 2.71753 0.03
C 2.51700 2.65188 2.54266 0.05
C 2.89505 1.92306 1.45055 0.05
N 1.77389 1.28466 0.97458 -0.06
N -1.33963 1.01710 0.28069 -0.02
C -2.41355 1.74511 -0.06293 -0.01
C -2.83500 1.36029 -1.31770 0.01
C -1.94805 0.36602 -1.69211 -0.09
N -1.03882 0.14831 -0.72685 -0.10
H -0.93107 -3.16291 4.03983 0.13
H 0.36610 -3.56300 1.70036 0.07
H -1.60258 -0.50924 3.96819 0.15
H -1.41843 1.51583 2.45926 0.14
H 0.45874 2.80212 3.44868 0.16
H 3.13391 3.29781 3.14192 0.13
H 3.84014 1.81114 0.94177 0.13
H -2.81583 2.47724 0.61664 0.15
H -3.67575 1.73336 -1.87367 0.13
H -1.94849 -0.20489 -2.60129 0.10
S 2.24292 -3.01012 -0.18952 0.73
C 1.42709 -4.40182 -0.71615 -1.03
N 2.04290 -5.52469 -1.01561 -0.01
C 1.18897 -6.69709 -1.25464 -0.16
C -0.13690 -6.13078 -1.75314 -0.34
S -0.28576 -4.51906 -0.90405 0.98
H 3.04537 -5.61348 -0.90862 0.17
H 1.06811 -7.24914 -0.32039 0.14
H 1.65071 -7.34701 -1.99586 0.14
H -0.98454 -6.75356 -1.47898 0.10
H -0.14038 -5.95749 -2.82815 0.09
C 1.64449 0.23455 0.12529 -0.29
Ge 2.80353 0.48870 -1.95210 1.14
C 1.91730 -1.02713 -2.75401 -0.39
C 2.58872 -2.18175 -3.22211 -0.12
C 1.88862 -3.15793 -3.87916 -0.04
C 0.49293 -3.05299 -4.03597 -0.05
C -0.17756 -1.93977 -3.59928 -0.06
C 0.53361 -0.87541 -2.98588 -0.23
C 4.59893 0.36679 -1.33240 -0.31
C 5.20498 -0.84890 -0.99710 -0.10
C 6.51910 -0.86804 -0.56368 -0.04
C 7.23642 0.31927 -0.46659 -0.02
C 6.64201 1.53127 -0.79498 -0.04
C 5.32489 1.55966 -1.22426 -0.12
C 2.10041 2.20434 -2.43191 -0.29
C 2.86633 2.92084 -3.35696 -0.10
C 2.41037 4.14023 -3.83514 -0.04
C 1.20065 4.65255 -3.38764 -0.03
C 0.44022 3.94720 -2.46359 -0.05
C 0.88455 2.72346 -1.98715 -0.11
H 3.66096 -2.26667 -3.11222 0.11
H 2.41155 -4.00580 -4.30154 0.13
H -0.04590 -3.82952 -4.56229 0.13
H -1.23581 -1.83997 -3.80515 0.12
H 0.10371 0.11786 -2.97671 0.09
H 4.65620 -1.77886 -1.06427 0.05
H 6.99146 -1.80570 -0.30630 0.12
H 8.26636 0.29830 -0.13754 0.13
H 7.20774 2.45009 -0.72589 0.12
H 4.87083 2.50828 -1.48780 0.10
H 3.81502 2.53815 -3.71720 0.11
H 3.00132 4.68925 -4.55472 0.13
H 0.85038 5.60600 -3.75800 0.13
H -0.49921 4.35417 -2.11505 0.12
H 0.28166 2.18812 -1.26462 0.07

=====

The most stable of them is two.

=====

## one
8
Properties=species:S:1:pos:R:3:lowdin_charge:R:1 method="wB97M-V/def2-TZVPD" homo_energy_ev=-8.68 smiles=CNSF total_charge=0 gap_ev=9.38 mol_weight_g_mol=81.1 lumo_energy_ev=0.70
C 1.02704 -0.18107 -0.29321 -0.03
N -0.38664 0.39706 0.45708 -0.48
F -2.37035 -1.09336 0.28713 -0.51
S -1.85800 0.44965 -0.19888 0.83
H 0.59794 -0.67631 -1.20435 0.07
H 1.58722 0.63478 -0.51887 0.00
H 1.63295 -0.77094 0.52346 0.10
H -0.23018 1.24018 0.94765 0.01

=====

## two
8
Properties=species:S:1:pos:R:3:lowdin_charge:R:1 method="wB97M-V/def2-TZVPD" homo_energy_ev="-9.69 / -9.74" total_charge=0 gap_ev="7.20 / 7.26" mol_weight_g_mol=81.1 lumo_energy_ev="-2.49 / -2.48"
C -0.70642 0.09353 0.73922 -0.12
N 0.33352 -0.48799 -0.15053 -0.57
F 2.02729 1.59867 -2.26353 -0.63
S 0.38884 -0.44870 -1.73489 0.92
H -0.55517 1.08029 1.15528 0.09
H -1.62723 -0.04147 0.21743 0.06
H -0.77900 -0.62639 1.57178 0.09
H 0.91817 -1.16794 0.46523 0.14

=====

The most stable of them is one.

=====

## one
18
Properties=species:S:1:pos:R:3:lowdin_charge:R:1 method="wB97M-V/def2-TZVPD" homo_energy_ev=-12.33 smiles="C[C@H]1N(I)C=C[N@@H+]1C" total_charge=+1 gap_ev=8.32 mol_weight_g_mol=225.1 lumo_energy_ev=-4.01
C -0.48005 2.22704 0.00626 -0.17
C -0.28186 1.40619 1.03643 -0.02
C -0.13711 0.14974 -0.96528 -0.35
C -1.32405 -0.67140 -1.36619 0.00
C 1.47622 -0.38962 0.87856 0.08
N -0.45237 1.58846 -1.16571 -0.55
N 0.08782 0.06903 0.52404 -0.05
I -0.18974 2.43596 -2.99203 1.00
H -0.67276 3.18728 0.06572 0.08
H -0.21131 1.83771 2.01383 0.13
H 0.73229 0.05905 -1.51543 0.10
H -2.24522 -0.23263 -1.19158 0.07
H -1.34991 -1.69660 -0.76340 0.15
H -1.15357 -0.80549 -2.44941 0.10
H 1.90774 0.53693 1.14483 0.10
H 1.37312 -1.09724 1.66332 0.11
H 1.95174 -0.79049 0.03828 0.09
H -0.53082 -0.56060 0.90084 0.13

=====

## two
18
Properties=species:S:1:pos:R:3:lowdin_charge:R:1 method="wB97M-V/def2-TZVPD" homo_energy_ev=-13.00 total_charge=+1 gap_ev=9.56 mol_weight_g_mol=225.1 lumo_energy_ev=-3.44
C -0.84765 1.96483 -0.09939 -0.10
C -0.26440 1.23583 -1.28813 -0.12
C -0.23157 0.45564 1.59745 -0.08
C 0.62383 -0.62141 0.17398 -0.77
C 0.44904 -2.08429 0.45654 -0.14
N -0.80930 1.56957 1.08400 0.04
N -0.15765 -0.23047 -1.04170 0.00
I 2.69412 -0.02752 -0.06356 0.96
H -1.32444 2.91254 -0.30856 0.13
H -0.88879 1.40506 -2.16769 0.14
H 0.73433 1.63802 -1.49148 0.09
H -0.94341 -0.22352 2.05540 0.11
H 0.59554 0.68938 2.26035 0.10
H 0.84254 -2.70177 -0.35021 0.09
H -0.59824 -2.33550 0.60901 0.09
H 0.98605 -2.35007 1.36236 0.09
H -1.10779 -0.60684 -0.91683 0.19
H 0.24779 -0.68947 -1.87153 0.18

=====

The most stable of them is two.